Record 1
9
Properties=species:S:1:pos:R:3:forces:R:3 method="wB97M-V/def2-TZVPD" charge=0 de_lowest_kcal_mol=101.2 e_homo_ev=-9.4 e_tot_ev=-20011.960 orbital_gap_ev=8.92
C -0.1800 1.5360 -1.1694 -0.30 -4.14 0.96
C -0.5409 -0.1749 0.2071 2.28 3.67 -5.12
H 1.8856 -0.1566 0.8550 -0.84 -3.22 -3.04
H -0.1668 2.4444 -1.7150 -0.20 0.65 -0.31
N 0.5796 -0.4598 -0.6344 -0.99 -1.65 0.53
N -1.0223 1.0198 -0.3499 -1.10 2.25 0.01
O 1.6566 -0.9402 0.0241 1.31 3.69 2.49
O 0.8081 0.6296 -1.4862 0.99 1.08 0.48
S -0.8758 -0.7431 1.5763 -1.14 -2.32 4.01



Record 2
90
Properties=species:S:1:pos:R:3:forces:R:3 method="wB97M-V/def2-TZVPD" charge=-2 de_lowest_kcal_mol=69.2 e_homo_ev="-0.4 / -0.4" e_tot_ev=-97943.639 orbital_gap_ev="4.55 / 4.55"
Ti -0.4526 0.2515 0.2741 2.13 1.98 0.70
O -1.8714 -0.1757 1.6788 0.38 0.12 -0.48
N -2.0504 -0.6993 0.4703 -2.29 -1.77 0.55
C -2.8817 -1.6627 0.2526 0.13 0.31 0.02
C -2.9640 -2.3756 -0.9669 -0.01 -0.29 -0.57
C -2.2495 -2.1996 -2.1277 -0.11 0.02 0.39
C -1.2786 -1.2417 -2.5066 0.12 -0.14 0.05
C -0.6642 -0.2630 -1.7552 0.03 0.21 -1.58
S 0.2454 0.8858 -2.6691 -0.50 -0.38 0.31
H -3.5238 -1.9610 1.0766 0.04 0.08 0.09
H -3.6939 -3.1781 -0.9767 0.00 0.01 0.05
H -2.5195 -2.8924 -2.9214 0.00 0.00 -0.01
H -1.0209 -1.2976 -3.5680 -0.01 0.04 -0.03
C 5.1274 -4.0163 -1.9945 -0.04 0.02 -0.05
C 5.2475 -2.5203 -2.1182 -0.15 0.10 0.04
C 6.4666 -1.9761 -2.5129 0.12 -0.02 -0.01
C 6.6536 -0.6078 -2.6440 -0.10 0.01 0.01
C 5.5973 0.2535 -2.3866 0.19 0.03 -0.05
C 4.3739 -0.2700 -2.0074 -0.17 -0.05 0.01
C 4.1756 -1.6480 -1.8550 0.04 0.17 -0.17
P 2.4536 -1.9928 -1.2791 0.29 -0.26 -0.04
C 1.9735 -3.6197 -2.0087 -0.07 -0.05 -0.15
C 1.4473 -4.5919 -1.1566 0.07 0.04 0.06
C 0.8532 -5.7444 -1.6435 -0.04 -0.07 -0.02
C 0.7816 -5.9538 -3.0098 -0.02 -0.04 0.00
C 1.3238 -5.0106 -3.8703 -0.02 -0.06 0.00
C 1.9149 -3.8422 -3.4005 -0.01 -0.05 0.14
C 2.4482 -2.8547 -4.4020 -0.08 0.06 0.10
C 2.7723 -2.4190 0.4658 -0.54 0.37 0.42
C 4.0334 -2.7363 0.9669 -0.03 -0.12 0.04
C 4.2553 -2.9019 2.3230 0.17 -0.04 0.00
C 3.2061 -2.6859 3.2090 0.02 -0.01 0.05
C 1.9589 -2.3402 2.7414 -0.07 0.04 -0.06
C 1.6756 -2.2058 1.3640 0.54 -0.11 -0.01
C 0.3337 -1.8398 0.9501 0.20 0.10 -0.48
H 6.0753 -4.4573 -1.6781 0.01 0.03 -0.03
H 4.8503 -4.4632 -2.9536 -0.04 -0.03 0.01
H 4.3614 -4.2873 -1.2744 -0.02 -0.10 -0.01
H 7.2987 -2.6463 -2.7085 -0.02 -0.01 0.01
H 7.6195 -0.2180 -2.9436 0.00 -0.01 0.00
H 5.7234 1.3245 -2.4852 -0.03 -0.01 0.02
H 3.5315 0.3942 -1.8280 0.05 0.03 0.03
H 1.5126 -4.4352 -0.0859 -0.07 0.00 -0.04
H 0.4376 -6.4712 -0.9555 0.01 0.02 0.01
H 0.2986 -6.8407 -3.4039 0.03 0.00 -0.02
H 1.2662 -5.1759 -4.9415 0.04 0.02 -0.01
H 2.5481 -3.3153 -5.3867 -0.05 0.01 0.03
H 3.4165 -2.4605 -4.1042 0.09 0.03 -0.03
H 1.7728 -2.0019 -4.4830 -0.04 0.13 0.00
H 4.8706 -2.8557 0.2907 -0.04 0.05 0.05
H 5.2379 -3.1786 2.6877 0.01 0.06 -0.02
H 3.3785 -2.7794 4.2761 -0.04 0.02 0.00
H 1.1567 -2.1388 3.4431 -0.01 -0.03 -0.02
H -0.3768 -2.0081 1.7573 -0.01 0.00 -0.06
H 0.0044 -2.3483 0.0389 0.02 -0.16 0.03
C 4.3998 2.4106 2.5507 0.07 0.03 0.02
C 3.3841 3.2516 2.9944 0.13 -0.08 0.00
C 2.0585 3.0106 2.6800 -0.15 -0.07 -0.02
C 1.7005 1.8949 1.8913 0.24 0.06 0.00
C 2.7421 1.0536 1.4486 -0.18 0.10 -0.01
C 4.0578 1.3077 1.7700 0.05 0.00 -0.03
N 0.4226 1.6196 1.5036 -0.35 -0.21 -0.17
N -0.5341 2.4763 1.9967 -0.68 0.18 0.59
C -1.6428 2.5026 1.2959 1.00 0.42 0.14
C -2.7903 3.1884 1.8112 -0.59 0.23 -0.25
C -3.9234 3.2530 1.0640 0.32 0.07 0.35
C -3.9624 2.6490 -0.2216 0.15 -0.20 -0.39
C -2.8436 1.9869 -0.6591 -0.46 0.33 -0.08
N -1.7061 1.9015 0.0461 -0.26 -0.40 0.46
H 5.4365 2.6133 2.7949 -0.01 0.00 0.01
H 3.6421 4.1240 3.5875 -0.05 0.01 0.02
H 1.2746 3.6786 3.0064 0.00 0.00 -0.03
H 2.4764 0.2101 0.8269 0.08 -0.09 -0.02
H 4.8313 0.6412 1.4015 -0.03 -0.02 0.00
H -2.7285 3.6077 2.8061 0.05 0.00 -0.01
H -4.8058 3.7523 1.4513 0.01 0.01 0.02
H -4.8491 2.6936 -0.8397 0.02 -0.02 -0.02
H -2.8325 1.4855 -1.6224 0.00 -0.05 0.04
N 0.7733 1.8510 -1.4074 0.72 -0.71 0.09
C 0.6747 3.1965 -1.5914 -0.23 0.16 -0.10
C -0.1013 3.8362 -2.5968 0.08 -0.26 0.10
C -0.1414 5.2122 -2.7212 0.08 0.14 0.10
C 0.5751 6.0326 -1.8571 -0.06 0.07 -0.15
C 1.3264 5.4279 -0.8511 -0.02 0.02 0.05
C 1.3805 4.0565 -0.7146 0.02 -0.02 0.06
H -0.6925 3.2163 -3.2575 -0.02 0.04 -0.07
H -0.7571 5.6629 -3.4947 0.00 -0.05 -0.03
H 0.5488 7.1108 -1.9702 -0.01 -0.01 0.05
H 1.8793 6.0510 -0.1545 0.03 -0.05 0.02
H 1.9744 3.6130 0.0745 -0.02 -0.01 -0.06



Record 3
84
Properties=species:S:1:pos:R:3:forces:R:3 method="wB97M-V/def2-TZVPD" charge=0 de_lowest_kcal_mol=99.3 e_homo_ev=-10.7 e_tot_ev=-65451.534 orbital_gap_ev=10.86
C -1.9854 -1.9529 -0.5570 -0.29 0.02 0.25
O -2.1853 -1.5297 0.7788 1.44 1.41 1.99
C -1.2285 -0.7731 1.4517 1.78 -0.18 -2.20
O -0.1437 -0.3479 0.9851 -3.61 -1.42 1.55
O -1.6909 -0.6536 2.6932 -0.86 -0.47 -1.49
C -0.8617 -0.2043 3.7093 0.56 0.41 1.24
H -1.0446 -2.4890 -0.6812 0.09 0.31 -0.11
H -2.1101 -1.0885 -1.2092 0.25 -0.28 -0.29
H -2.8110 -2.6576 -0.6564 0.11 0.07 -0.54
H -0.8291 0.8835 3.7708 0.34 0.04 -0.40
H 0.1228 -0.6657 3.6319 0.07 0.30 0.03
H -1.3479 -0.5126 4.6348 0.11 -0.22 -0.04
C 1.6905 6.4141 6.6659 -0.04 -0.02 1.31
O 2.2190 6.6750 5.4137 0.88 2.11 -2.72
C 2.4723 7.9913 5.0235 -0.12 0.92 1.98
O 2.2712 9.0152 5.6887 0.21 -2.72 -1.46
O 3.0676 7.9580 3.8292 -0.83 -2.18 0.58
C 3.5477 9.1177 3.2556 1.10 1.94 0.10
H 1.8388 5.3499 6.8489 0.01 0.04 -0.12
H 0.6219 6.6196 6.7288 0.05 0.27 0.02
H 2.2690 6.9655 7.4071 -0.37 0.09 0.26
H 2.7574 9.7646 2.8748 -0.02 -0.11 -0.01
H 4.2910 8.9051 2.4872 -0.54 -0.60 -0.26
H 4.1508 9.6726 3.9743 -0.34 0.26 0.32
C -1.0254 -6.9237 5.1673 0.62 -0.34 0.37
O 0.3004 -6.6663 4.6251 0.10 -0.28 -0.19
C 1.3256 -7.5650 4.7220 -1.60 -2.11 0.06
O 1.2253 -8.7080 5.2045 0.66 3.63 -1.20
O 2.4127 -7.0953 4.0759 -0.19 -2.08 1.67
C 2.4766 -5.8819 3.4079 -0.41 1.08 -1.24
H -1.4592 -7.8975 4.9399 0.68 -0.27 -0.08
H -1.7295 -6.2130 4.7346 0.53 0.37 0.09
H -0.9214 -6.8126 6.2466 -0.42 0.02 -0.05
H 3.2247 -5.9993 2.6239 0.14 -0.04 0.20
H 2.7585 -5.0418 4.0426 -0.09 -0.13 0.20
H 1.5371 -5.6711 2.8969 -0.02 0.17 0.16
C -3.1131 3.1986 -12.8330 -1.82 0.92 0.20
O -2.8051 3.2325 -11.4292 -0.11 0.43 0.09
C -3.6392 2.8146 -10.4548 0.39 -3.02 0.48
O -4.6483 2.1347 -10.5384 0.71 1.73 -0.57
O -2.9364 2.9425 -9.3033 -0.44 1.07 0.74
C -3.4378 2.4035 -8.0384 -0.23 -0.42 -0.42
H -3.7810 4.0215 -13.0874 -0.01 0.53 0.36
H -3.7705 2.3789 -13.1229 0.87 -0.72 0.11
H -2.2263 3.4220 -13.4262 0.16 -0.83 0.44
H -4.5194 2.2955 -7.9577 0.00 -0.23 -0.82
H -3.2215 3.0109 -7.1596 0.73 0.59 -0.62
H -2.9338 1.4455 -7.9102 -0.26 -0.05 0.02
C 3.0503 4.9743 -2.5657 -0.35 0.86 0.97
O 3.1125 4.7856 -3.9628 1.15 -0.69 -1.20
C 2.2252 5.3602 -4.7594 -2.24 2.32 0.33
O 1.1758 5.8972 -4.3455 2.66 -1.52 -1.55
O 2.6888 5.3799 -6.0639 0.68 -0.42 2.89
C 1.8635 5.9639 -7.0389 -0.85 -0.34 -0.39
H 2.1376 4.5432 -2.1542 0.05 0.22 0.02
H 3.1660 6.0303 -2.3218 -0.78 0.27 -0.22
H 3.9197 4.6009 -2.0246 0.08 -0.91 -0.84
H 2.4605 6.2564 -7.9027 0.27 -0.09 0.30
H 1.3243 6.8310 -6.6573 -0.11 -0.21 0.02
H 1.2140 5.1422 -7.3405 -0.56 0.50 -0.32
C 3.2630 -6.8434 -5.2370 1.20 -1.07 -0.03
O 2.7480 -5.5325 -5.3237 -1.18 -2.47 -3.26
C 3.0805 -4.6869 -4.4550 1.66 1.36 4.32
O 3.6233 -4.9598 -3.3787 -0.63 0.92 -1.58
O 2.7014 -3.4898 -4.8854 -0.03 0.28 -1.03
C 3.0465 -2.3387 -4.1479 -0.12 0.27 0.78
H 3.2346 -7.3494 -6.2020 -0.87 0.41 -0.13
H 2.7923 -7.4634 -4.4740 -0.14 0.31 0.00
H 4.3400 -6.8340 -5.0695 -0.01 0.34 0.58
H 4.0380 -1.9418 -4.3658 0.32 -0.63 0.07
H 2.9251 -2.6250 -3.1033 0.23 0.65 0.14
H 2.3938 -1.5199 -4.4506 -0.42 -0.39 0.14
C -2.1966 -4.1106 10.1571 -0.77 -1.26 0.27
O -3.1883 -3.3682 9.3817 0.10 -0.14 0.04
C -4.4307 -3.8128 9.0524 -1.18 -2.87 1.07
O -5.0452 -4.8131 9.4870 2.28 2.91 -1.13
O -4.9201 -2.9720 8.1290 1.39 0.55 0.91
C -6.0249 -3.2769 7.3464 -2.04 -0.57 -0.54
H -1.2045 -3.6594 10.1387 -0.54 0.68 -0.46
H -2.0583 -5.1350 9.8112 -0.29 0.06 -0.64
H -2.4577 -4.2846 11.2010 -0.50 0.64 0.03
H -6.5214 -2.3640 7.0174 0.82 0.32 -0.29
H -6.8827 -3.7461 7.8282 0.50 -0.51 0.78
H -5.7688 -3.9202 6.5045 0.23 0.20 -0.06



Record 4
47
Properties=species:S:1:pos:R:3:forces:R:3 method="wB97M-V/def2-TZVPD" charge=0 de_lowest_kcal_mol=37.2 e_homo_ev=-8.4 e_tot_ev=-42967.018 orbital_gap_ev=8.10
C -2.0997 2.9853 1.4086 -0.02 0.06 0.03
C -0.8539 2.1695 1.5975 -0.03 -0.16 0.02
C 0.3784 2.8146 1.6116 0.06 -0.01 0.00
C 1.5566 2.1206 1.8160 -0.01 0.06 0.02
C 1.5229 0.7545 2.0384 -0.02 -0.06 0.05
C 0.3085 0.0987 2.0339 -0.06 0.02 0.06
C -0.8777 0.7875 1.7928 0.34 0.11 0.23
C -2.1148 -0.0481 1.7711 -0.04 0.15 -0.06
O -2.3437 -0.9097 2.5941 0.06 -0.17 0.11
N -2.9517 0.1927 0.7207 -0.18 0.01 -0.28
H -2.6536 0.8357 0.0043 0.05 0.01 0.10
C -4.0573 -0.6847 0.4357 -0.28 -0.10 0.15
C -3.7612 -1.7587 -0.6088 0.33 -0.01 0.06
O -4.5970 -2.5047 -1.0723 -0.25 -0.14 -0.09
N -2.4496 -1.8268 -0.9362 0.63 0.32 0.33
N -2.0317 -2.7028 -1.9205 -0.40 0.15 0.10
C -0.7804 -2.9821 -2.2788 -0.37 -0.16 -0.21
S -0.4691 -4.2109 -3.3392 0.08 -0.35 -0.25
N 0.3256 -2.2778 -1.7981 0.21 -0.14 0.22
C 0.5140 -1.0288 -1.2680 -0.33 0.11 0.03
O -0.3911 -0.2310 -1.0623 0.27 0.11 -0.19
C 1.9300 -0.7318 -0.9526 0.45 0.08 0.15
C 2.7176 -1.7258 -0.3713 -0.11 0.09 -0.05
C 4.0227 -1.4640 -0.0044 0.11 -0.03 0.05
C 4.5562 -0.2053 -0.2278 -0.01 -0.08 0.05
C 3.7789 0.7823 -0.8041 -0.06 -0.03 -0.01
C 2.4583 0.5482 -1.1660 -0.06 -0.14 -0.07
C 1.6451 1.6447 -1.7737 -0.11 0.12 0.04
H 0.9111 1.9962 -1.0496 -0.05 0.06 -0.04
H 1.1021 1.2956 -2.6495 -0.05 0.05 -0.06
H 2.2807 2.4785 -2.0600 0.05 0.04 -0.04
H 4.2011 1.7617 -0.9743 0.02 0.11 -0.04
H 5.5774 0.0068 0.0511 0.09 0.02 0.02
H 4.6194 -2.2372 0.4543 0.05 -0.07 0.04
H 2.2951 -2.6997 -0.1697 -0.04 -0.10 0.01
H 1.1757 -2.7633 -2.0669 -0.23 0.10 -0.01
H -2.7843 -3.2856 -2.2821 0.23 0.13 0.00
H -1.7865 -1.0598 -0.7501 -0.31 -0.30 -0.19
H -4.9333 -0.1173 0.1098 0.08 -0.13 0.00
H -4.3061 -1.2013 1.3696 -0.04 0.06 -0.22
H 0.2563 -0.9648 2.2150 -0.01 -0.11 0.03
H 2.4365 0.2070 2.2149 0.09 -0.07 -0.01
H 2.4997 2.6465 1.8136 0.09 0.06 0.01
H 0.4088 3.8850 1.4627 -0.01 0.11 0.02
H -2.2975 3.1476 0.3479 -0.11 0.04 -0.06
H -2.9640 2.4997 1.8534 -0.08 0.08 -0.02
H -1.9744 3.9632 1.8692 -0.03 0.05 -0.01



Record 5
58
Properties=species:S:1:pos:R:3:forces:R:3 method="wB97M-V/def2-TZVPD" charge=-1 de_lowest_kcal_mol=0.0 e_homo_ev=-4.8 e_tot_ev=-113009.183 orbital_gap_ev=6.86
Ba -0.9004 -0.7203 0.0393 1.15 1.75 -3.24
C 0.9174 -0.2899 -3.0302 -0.02 0.04 -0.12
C 2.2196 -0.3422 -2.2777 -0.19 -0.03 0.11
C 3.4495 -0.2040 -2.9182 -0.11 0.03 -0.07
C 4.5987 -0.2385 -2.1608 0.14 0.02 0.12
C 4.4934 -0.4045 -0.7837 0.00 -0.01 -0.13
C 3.2371 -0.5473 -0.2182 -0.33 -0.01 -0.20
N 2.1141 -0.5206 -0.9636 0.45 -0.04 0.01
Sb 2.9824 -0.7135 1.9132 -0.23 -0.04 -0.23
C 1.6640 1.0399 1.8829 0.03 -0.18 -0.02
C 1.1366 1.5465 3.0636 0.03 -0.10 -0.04
C 0.2936 2.6399 2.9864 -0.06 0.03 0.09
C 0.0234 3.2038 1.7531 -0.01 0.06 -0.09
C 0.6348 2.6776 0.6206 0.06 -0.10 0.12
C 0.3835 3.2447 -0.7446 -0.01 0.08 -0.08
N 1.4442 1.6113 0.6986 -0.16 0.09 0.16
C 1.7989 -2.5521 1.7189 0.07 0.11 -0.22
C 1.4803 -3.3177 2.8287 -0.05 0.08 0.05
C 0.8003 -4.5138 2.6402 -0.01 0.08 0.14
C 0.4965 -4.9272 1.3604 0.04 0.07 0.00
C 0.8793 -4.1173 0.2998 0.11 -0.01 -0.18
C 0.5709 -4.4810 -1.1249 -0.19 -0.12 -0.15
N 1.5177 -2.9601 0.4751 -0.02 0.07 0.29
H 1.0493 0.0018 -4.0721 0.06 -0.02 0.02
H 0.2374 0.4339 -2.5728 0.01 0.01 0.00
H 0.4294 -1.2684 -3.0232 0.01 -0.01 0.03
H 3.4877 -0.0589 -3.9903 0.00 -0.01 0.00
H 5.5686 -0.1245 -2.6300 0.00 -0.01 0.01
H 5.3786 -0.4156 -0.1614 0.00 -0.02 0.03
H 1.3225 1.0580 4.0106 0.02 -0.02 -0.01
H -0.1763 3.0309 3.8802 0.00 0.00 0.00
H -0.6615 4.0360 1.6516 0.00 0.00 0.03
H 0.3804 4.3357 -0.7315 0.02 0.00 0.03
H -0.5942 2.9208 -1.1129 0.00 -0.04 0.01
H 1.1519 2.8985 -1.4351 0.01 -0.01 0.01
H 1.6974 -2.9684 3.8293 0.01 0.03 -0.01
H 0.4812 -5.0921 3.4972 0.01 0.00 0.00
H -0.0631 -5.8359 1.1814 0.02 -0.01 -0.01
H 0.9312 -5.4765 -1.3930 0.03 -0.01 0.11
H 1.0330 -3.7636 -1.8018 0.01 0.05 0.05
H -0.5102 -4.4833 -1.2923 0.00 0.04 0.03
N -6.2944 5.3896 -1.5302 -0.05 0.03 0.01
C -5.5492 4.5231 -1.3908 0.37 -0.39 0.11
C -4.5952 3.4394 -1.2413 -0.48 0.50 -0.18
C -4.2316 2.9667 0.0166 0.10 -0.07 -0.07
C -3.3010 1.9385 0.1130 0.10 0.01 0.07
C -2.6709 1.3216 -0.9963 -0.27 0.25 -0.05
C -3.1116 1.8440 -2.2315 0.19 -0.09 -0.20
C -4.0376 2.8671 -2.3820 0.09 -0.08 0.17
H -4.6795 3.4026 0.9017 0.00 0.00 0.02
H -3.0669 1.6063 1.1234 0.01 -0.09 -0.03
H -2.7029 1.4428 -3.1608 0.02 -0.04 0.04
H -4.3277 3.2294 -3.3612 0.00 0.00 -0.01
O -1.7443 -2.6428 3.8636 -0.14 0.73 -0.94
Se -1.8122 -1.6870 2.5348 -0.74 -1.27 1.85
O -0.4110 -0.7788 2.3612 -0.16 -0.30 1.12
O -1.8134 -2.6030 1.1029 -0.41 -0.44 1.35
O -3.0298 -0.6018 2.3842 0.46 -0.58 0.11



Record 6
16
Properties=species:S:1:pos:R:3:forces:R:3 method="wB97M-V/def2-TZVPD" charge=+1 de_lowest_kcal_mol=137.9 e_homo_ev="-11.8 / -11.8" e_tot_ev=-10678.499 orbital_gap_ev="7.49 / 7.49"
C -2.1478 1.0751 -0.4348 -0.55 -3.25 1.35
C 0.5270 0.0677 0.8823 0.53 -0.42 0.56
C 1.7795 -0.3566 0.4994 1.74 2.10 0.38
N -1.0915 1.6690 0.2460 0.68 1.93 -0.30
N -0.1618 1.0181 0.6230 -0.71 -0.27 -0.60
N -2.2534 -0.2066 -0.1346 0.73 2.39 0.06
N -3.2106 -1.0536 -0.1339 1.24 -3.34 1.15
N 2.3862 0.2877 -1.1792 1.54 -5.69 -1.17
H -2.7942 1.8214 -0.8233 -0.98 0.01 -0.46
H 2.5766 0.2685 0.9535 -0.63 -0.58 0.27
H 2.0310 -1.3610 0.5681 0.24 -1.80 -0.52
H -4.1163 -0.9840 -0.4998 -1.36 0.78 -0.82
H -2.9790 -2.0208 0.2939 -0.42 2.49 -1.10
H 1.9224 -0.1225 -1.9997 0.01 0.35 0.51
H 2.0595 1.1285 -0.9536 -1.06 4.72 0.32
H 3.4112 0.1765 -1.3193 -0.99 0.57 0.39